*a*
The following is a DFT calculation (the ωB97M-V functional and the def2-TZVPD basis) of a cluster of 2 separate species, C3H9INS in total.

Each line ends with the natural charge from an NBO analysis.
Element x y z (Å)
1 I 0.14 1.06 -2.65  0.44
2 S -2.28 -0.55 -1.07  0.39
3 N 0.67 1.90 0.33  -0.83
4 C -0.58 1.18 0.35  -0.38
5 C -0.97 0.52 -0.94  -0.16
6 C 0.99 -1.90 0.92  -0.90
7 H 1.28 1.48 -0.45  0.38
8 H -1.47 1.67 0.73  0.29
9 H 1.36 -2.75 1.58  0.25
10 H 1.30 -0.86 1.33  0.22
11 H 0.75 2.91 0.47  0.42
12 H -2.37 -0.85 -2.32  0.17
13 H -0.53 0.28 1.03  0.28
14 H -0.02 -2.13 0.56  0.20
15 H 1.72 -1.96 0.15  0.22

total charge = +1
LUMO level = -6.3 eV

*b*
The following is a DFT calculation (the ωB97M-V functional and the def2-TZVPD basis) of the ion C3H9INS with charge +1.

Each line ends with the natural charge from an NBO analysis.
Element x y z (Å)
1 I 1.65 -1.95 -0.07  0.07
2 S 0.98 0.49 2.15  0.09
3 N -1.35 -0.76 -1.03  -0.71
4 C 1.35 1.18 -0.36  -0.68
5 C 0.62 0.08 0.47  -0.22
6 C -1.02 -0.05 0.24  -0.29
7 H 0.71 -0.65 2.82  0.15
8 H 2.13 1.53 0.23  0.25
9 H -1.17 -0.18 -1.88  0.46
10 H 1.81 0.70 -1.18  0.24
11 H -1.61 0.97 0.28  0.26
12 H -1.43 -0.59 1.07  0.24
13 H -0.91 -1.71 -0.95  0.47
14 H -2.35 -1.01 -1.17  0.45
15 H 0.59 1.94 -0.61  0.23

SMILES = C[C@](S)(I)C[NH3+]
total charge = +1
LUMO level = -4.2 eV

*c*
The following is a DFT calculation (the ωB97M-V functional and the def2-TZVPD basis) of a structure of composition C3H9INS.

Each line ends with the natural charge from an NBO analysis.
Element x y z (Å)
1 I -0.01 -0.01 2.56  0.24
2 S -0.77 2.14 0.20  0.12
3 N -1.57 -1.29 -0.16  -0.73
4 C 1.80 0.93 0.26  -0.68
5 C 0.29 0.81 0.61  -0.30
6 C -0.24 -0.79 -0.66  -0.27
7 H -0.26 2.12 -1.04  0.13
8 H 1.74 1.14 -0.82  0.23
9 H -1.47 -1.43 0.86  0.44
10 H -1.52 -2.26 -0.56  0.45
11 H -0.54 -0.54 -1.67  0.21
12 H 2.18 -0.10 0.59  0.23
13 H 2.31 1.66 0.84  0.25
14 H 0.54 -1.52 -0.62  0.22
15 H -2.49 -0.85 -0.38  0.46

total charge = +1
LUMO level = -3.6 eV

Relative energies, in hartree, with the most stable structure set to zero: *a* 0.0623; *b* 0.0000; *c* 0.0489.

*a*
The following is a DFT calculation (the ωB97M-V functional and the def2-TZVPD basis) of a cluster of 2 separate species, C6H14NO in total.

Each line ends with the Löwdin spin population.
Element x y z (Å)
1 O 0.16 -1.74 1.29  0.02
2 N 0.74 0.97 0.81  0.12
3 C 2.41 1.63 -2.59  0.04
4 C 1.92 1.74 -1.18  0.28
5 C -3.35 -0.83 0.37  0.01
6 C 1.18 0.74 -0.57  0.21
7 C -1.07 -1.70 0.69  0.02
8 C -2.08 -0.98 1.15  0.03
9 H 1.36 1.63 1.25  0.03
10 H -1.10 -2.17 -0.28  0.00
11 H 2.24 2.59 -0.59  0.03
12 H 3.46 1.94 -2.64  0.00
13 H 2.35 0.60 -2.93  0.00
14 H 0.71 -0.10 -1.03  0.02
15 H 0.61 -2.53 0.97  0.01
16 H 0.77 0.09 1.34  0.01
17 H 1.83 2.25 -3.29  0.01
18 H -4.11 -1.49 0.78  0.00
19 H -0.24 1.40 0.89  0.14
20 H -2.05 -0.50 2.12  0.01
21 H -3.71 0.19 0.47  0.01
22 H -3.20 -1.08 -0.67  0.00

2S+1 = 2
total charge = 0
LUMO level (spin up / spin down) = 0.7 / 0.5 eV

*b*
The following is a DFT calculation (the ωB97M-V functional and the def2-TZVPD basis) of the molecule C6H14NO.

Each line ends with the Löwdin spin population.
Element x y z (Å)
1 O -2.81 -0.88 2.29  0.71
2 N -0.55 -1.01 1.86  0.15
3 C 0.63 -0.31 -2.60  0.00
4 C 0.51 1.63 -0.98  0.00
5 C 0.53 -0.15 1.25  0.01
6 C -1.70 -0.27 2.74  0.06
7 C 0.07 0.18 -1.28  0.00
8 C 0.76 -0.75 -0.25  0.00
9 H -1.09 -1.58 1.18  0.00
10 H -1.31 -0.41 3.81  0.00
11 H -1.76 0.81 2.70  0.04
12 H 1.62 1.67 -0.89  0.00
13 H -0.33 -0.87 -3.09  0.00
14 H 0.14 1.97 -0.08  0.00
15 H 0.49 2.45 -1.71  0.00
16 H 1.77 -0.85 -0.45  0.00
17 H -1.09 0.07 -1.15  0.00
18 H 0.27 -1.70 -0.35  0.00
19 H 0.15 0.84 1.27  0.00
20 H 1.35 -0.17 1.85  0.00
21 H 0.88 0.35 -3.51  0.00
22 H 1.45 -1.04 -2.61  0.00

2S+1 = 2
total charge = 0
LUMO level (spin up / spin down) = 1.0 / -1.8 eV

Relative energies, in hartree, with the most stable structure set to zero: *a* 0.0000; *b* 0.0057.

*a*
The following is a DFT calculation (the ωB97M-V functional and the def2-TZVPD basis) of the molecule C3H4ClF.

Each line ends with the natural charge from an NBO analysis.
Element x y z (Å)
1 Cl 2.24 -0.21 -1.09  -0.04
2 F -1.19 -1.63 0.12  -0.35
3 C -0.20 0.44 0.20  -0.46
4 C 0.03 -1.06 0.32  0.17
5 C 0.48 -0.26 -0.94  -0.25
6 H 0.58 -1.45 1.19  0.20
7 H 0.17 -0.61 -1.92  0.25
8 H 0.48 1.03 0.81  0.23
9 H -1.22 0.69 0.28  0.25

SMILES = F[C@@H]1C[C@H]1Cl
total charge = 0
LUMO level = 1.1 eV

*b*
The following is a DFT calculation (the ωB97M-V functional and the def2-TZVPD basis) of a cluster of 2 separate species, C3H4ClF in total.

Each line ends with the natural charge from an NBO analysis.
Element x y z (Å)
1 Cl 0.20 -2.55 -0.86  -0.10
2 F -1.79 0.61 1.42  -0.31
3 C 0.65 0.54 1.38  -0.62
4 C -1.03 -1.21 -1.15  -0.36
5 C -0.58 0.39 0.97  0.51
6 H 1.52 0.36 0.80  0.24
7 H -0.62 -0.89 -2.11  0.21
8 H -2.07 -1.57 -0.85  0.22
9 H 0.91 1.07 2.33  0.22

total charge = 0
LUMO level (spin up / spin down) = -0.3 / -0.2 eV

Relative energies, in hartree, with the most stable structure set to zero: *a* 0.0000; *b* 0.1359.

*a*
The following is a DFT calculation (the ωB97M-V functional and the def2-TZVPD basis) of the molecule C3H4ClF.

Each line ends with the natural charge from an NBO analysis.
Element x y z (Å)
1 Cl -2.44 0.25 0.05  0.00
2 F 1.62 1.16 -0.24  -0.36
3 C -0.80 0.07 -0.51  -0.28
4 C 0.70 0.48 0.58  0.18
5 C 0.24 -0.84 0.05  -0.49
6 H 0.40 1.18 1.38  0.22
7 H 0.80 -1.28 -0.82  0.26
8 H -0.03 -1.65 0.91  0.25
9 H -0.50 0.64 -1.40  0.23

SMILES = F[C@@H]1C[C@H]1Cl
total charge = 0
LUMO level = 1.1 eV

*b*
The following is a DFT calculation (the ωB97M-V functional and the def2-TZVPD basis) of the molecule C3H4ClF.

Each line ends with the natural charge from an NBO analysis.
Element x y z (Å)
1 Cl 2.79 -0.76 -0.71  0.03
2 F -1.27 -0.50 2.07  -0.35
3 C -0.62 0.41 1.27  0.27
4 C 0.25 -0.35 0.13  -0.59
5 C 1.30 0.01 -0.86  -0.20
6 H 0.57 -1.20 0.78  0.25
7 H -1.34 1.24 0.84  0.13
8 H 1.24 0.68 -1.62  0.19
9 H -0.44 -0.56 -0.79  0.26

total charge = 0
LUMO level (spin up / spin down) = 0.0 / -0.1 eV

Relative energies, in hartree, with the most stable structure set to zero: *a* 0.0000; *b* 0.0744.

*a*
The following is a DFT calculation (the ωB97M-V functional and the def2-TZVPD basis) of a cluster of 4 separate species, C2H12O3S in total.

Each line ends with the natural charge from an NBO analysis.
Element x y z (Å)
1 S 0.62 -2.48 1.02  0.21
2 O 0.37 2.13 1.15  -0.95
3 O 0.27 2.75 -1.56  -0.96
4 O -1.33 -0.36 -1.32  -0.97
5 C -0.62 -1.20 1.44  -0.75
6 C 1.14 -1.75 -0.49  -0.78
7 H -1.25 0.32 -2.00  0.49
8 H -0.38 -0.28 0.92  0.21
9 H 0.70 1.88 -1.53  0.47
10 H -0.13 2.96 -0.74  0.49
11 H 0.40 -1.81 -1.29  0.24
12 H -2.24 -0.50 -1.03  0.48
13 H -0.86 -0.90 2.46  0.22
14 H 1.40 -0.68 -0.48  0.20
15 H 2.08 -2.22 -0.81  0.23
16 H 0.34 1.24 1.49  0.47
17 H 1.08 2.47 1.71  0.47
18 H -1.58 -1.57 1.06  0.21

SMILES = CSC.O.O.O
total charge = 0
LUMO level = 0.5 eV

*b*
The following is a DFT calculation (the ωB97M-V functional and the def2-TZVPD basis) of a cluster of 4 separate species, C2H12O3S in total.

Each line ends with the natural charge from an NBO analysis.
Element x y z (Å)
1 S -0.14 2.32 -0.07  0.18
2 O -0.01 -1.27 2.40  -0.95
3 O 2.12 -1.33 0.56  -0.98
4 O -0.09 -1.63 -1.14  -0.98
5 C 0.12 1.94 -1.81  -0.75
6 C -1.37 1.08 0.33  -0.76
7 H 0.82 -1.60 -0.80  0.50
8 H -0.77 -1.45 1.84  0.49
9 H -0.96 0.09 0.12  0.23
10 H 1.52 -1.32 1.34  0.50
11 H -0.24 -2.55 -1.36  0.47
12 H 2.55 -0.48 0.57  0.48
13 H -0.80 2.14 -2.35  0.21
14 H 0.37 0.89 -1.93  0.23
15 H 0.97 2.51 -2.18  0.23
16 H -2.34 1.20 -0.15  0.21
17 H -1.53 1.17 1.41  0.22
18 H -0.20 -1.71 3.23  0.48

SMILES = CSC.O.O.O
total charge = 0
LUMO level = 0.4 eV

*c*
The following is a DFT calculation (the ωB97M-V functional and the def2-TZVPD basis) of a cluster of 4 separate species, C2H12O3S in total.

Each line ends with the natural charge from an NBO analysis.
Element x y z (Å)
1 S 0.25 4.27 1.89  0.17
2 O -1.97 -6.40 -0.41  -0.94
3 O -1.81 -4.39 -3.58  -0.94
4 O 1.58 -2.22 -1.88  -0.96
5 C 1.91 3.97 2.58  -0.73
6 C 0.21 3.09 0.50  -0.75
7 H -1.55 -5.88 0.31  0.47
8 H -1.84 -4.75 -2.78  0.47
9 H 2.62 4.67 2.37  0.21
10 H 2.20 2.99 2.40  0.21
11 H -1.02 3.16 0.11  0.23
12 H -2.86 -6.48 -0.07  0.47
13 H 0.70 3.46 -0.41  0.22
14 H -2.07 -5.06 -4.27  0.47
15 H 1.82 4.17 3.74  0.22
16 H 1.24 -2.53 -2.79  0.49
17 H 1.03 -2.49 -1.19  0.47
18 H 0.55 2.12 0.87  0.22

SMILES = CSC.O.O.O
total charge = 0
LUMO level = 0.4 eV

Relative energies, in hartree, with the most stable structure set to zero: *a* 0.0344; *b* 0.0000; *c* 0.0680.

*a*
The following is a DFT calculation (the ωB97M-V functional and the def2-TZVPD basis) of a structure of composition C2H2F2P.

Each line ends with the natural charge from an NBO analysis.
Element x y z (Å)
1 P -0.60 1.13 2.15  1.84
2 F -1.96 1.01 1.41  -0.56
3 F -0.29 2.50 1.51  -0.54
4 C -0.49 -0.28 -0.06  0.01
5 C 0.51 0.26 0.29  -0.38
6 H -1.47 -0.39 -0.51  0.30
7 H 1.48 0.76 0.37  0.33

total charge = +1
LUMO level = -7.1 eV

*b*
The following is a DFT calculation (the ωB97M-V functional and the def2-TZVPD basis) of the ion C2H2F2P with charge +1.

Each line ends with the natural charge from an NBO analysis.
Element x y z (Å)
1 P 1.34 -0.43 -0.19  1.79
2 F 1.48 0.27 1.18  -0.54
3 F 1.38 0.81 -1.17  -0.54
4 C -1.09 0.23 0.46  0.09
5 C -0.86 -0.60 -0.40  -0.43
6 H -1.03 1.10 1.14  0.31
7 H -1.21 -1.38 -1.02  0.32

total charge = +1
LUMO level = -7.0 eV

Relative energies, in hartree, with the most stable structure set to zero: *a* 0.0129; *b* 0.0000.